1.
ORCA calculation (the ωB97M-V functional and the def2-TZVPD basis) on a structure of composition C20H42N3PtS5SbSi4 in a non-equilibrium geometry.

As for the gap between HOMO and LUMO: 5.707 eV. The calculation puts the LUMO energy at 4.3 eV. Its HOMO energy is -0.0504 hartree. The energy above the lowest of the compared OMol25 structures with the same formula, charge and spin is 143.54 kJ/mol. As for the net charge: -2.

XYZ file:
```
76
Properties=species:S:1:pos:R:3:forces:R:3:mulliken_charge:R:1
Pt 0.6492 0.4801 1.1838 0.38 0.38 -0.84 0.700
S 4.5599 1.3687 -0.9383 -0.21 0.20 0.24 -0.716
Sb 3.4586 2.1374 0.9511 0.38 0.54 -0.29 0.881
S 3.0839 0.3480 2.4663 -0.60 0.23 -0.32 -0.889
S 1.1770 2.7963 0.4956 0.01 -1.02 0.49 -0.571
S 4.5000 3.8700 2.0756 -0.17 -0.18 -0.05 -0.765
S -0.7502 0.1397 3.3826 -0.19 0.05 0.07 -0.296
C -0.3382 1.6894 3.9549 1.18 -0.99 -0.16 0.456
N 0.9910 2.0458 3.9763 -1.07 0.90 0.44 0.248
C 1.4229 3.2339 4.4461 0.13 -0.60 -0.23 -0.085
C 0.5450 4.1236 4.9817 -0.74 0.30 0.32 -0.776
C -0.8336 3.8023 4.9964 0.54 -0.50 -0.45 -0.128
C -1.2602 2.5976 4.4720 -0.19 1.17 0.51 -0.700
H 1.6745 1.4057 3.5129 0.14 -0.03 0.04 -0.194
H 2.4853 3.4262 4.3609 0.05 -0.08 -0.17 0.337
H 0.8984 5.0650 5.3726 0.05 0.05 -0.04 0.386
H -1.5471 4.5123 5.3898 -0.08 0.03 0.05 0.381
H -2.3066 2.3367 4.4392 -0.04 -0.06 0.00 0.345
C -2.1817 -2.7369 1.4581 0.17 0.49 -0.38 -1.090
Si -1.9301 -2.0021 -0.2963 -0.18 -0.91 -0.05 0.193
C -3.5734 -2.4237 -1.2268 0.45 0.49 0.22 -1.135
C -0.6682 -3.1819 -1.1506 -0.17 0.54 0.23 -0.992
Si -1.2242 0.3154 -0.2398 0.42 0.20 0.03 -0.172
Si -0.7730 1.0967 -2.4868 0.23 0.37 -0.82 0.422
C -2.0717 0.6403 -3.8474 0.18 -0.06 0.61 -1.207
C 0.8807 0.4728 -3.2368 -0.43 0.04 0.56 -0.860
C -0.7415 3.0108 -2.5860 0.01 -0.48 0.34 -0.964
Si -3.1572 1.5640 0.3737 -0.83 0.41 0.22 0.622
C -4.1798 0.7637 1.7870 0.43 0.10 -0.31 -1.079
C -4.4198 1.7013 -1.0830 0.47 -0.13 0.26 -1.270
C -2.8214 3.3692 0.9328 0.23 -0.57 -0.18 -1.030
H -2.3782 -3.8083 1.4693 -0.01 -0.14 -0.24 0.355
H -3.0011 -2.2420 1.9701 -0.21 0.15 0.10 0.261
H -1.2917 -2.5509 2.0503 0.25 0.03 0.14 0.272
H -3.7198 -3.4949 -1.3463 0.16 -0.23 0.11 0.355
H -3.5776 -1.9851 -2.2192 -0.02 0.14 -0.27 0.280
H -4.4349 -2.0332 -0.6956 -0.23 0.16 0.14 0.284
H -1.0293 -4.2027 -1.2537 -0.31 -0.13 0.06 0.535
H 0.2429 -3.2100 -0.5656 0.17 0.01 0.11 0.004
H -0.4127 -2.8215 -2.1426 0.07 0.11 -0.29 0.292
H -2.3877 -0.3949 -3.7669 -0.10 -0.29 -0.01 0.259
H -1.6846 0.7875 -4.8535 0.26 0.09 -0.09 0.395
H -2.9557 1.2612 -3.7478 -0.25 0.12 0.08 0.295
H 0.8231 -0.5907 -3.4582 -0.10 -0.21 -0.06 0.241
H 1.6981 0.6237 -2.5381 0.24 0.06 0.23 0.059
H 1.1512 0.9811 -4.1603 -0.17 0.20 -0.13 0.478
H -1.7167 3.4212 -2.3371 -0.27 0.06 0.04 0.194
H -0.4615 3.3855 -3.5693 0.02 -0.16 -0.24 0.366
H -0.0347 3.4067 -1.8651 0.18 0.05 0.14 0.254
H -4.5475 -0.2124 1.4867 -0.11 -0.27 -0.11 0.277
H -5.0363 1.3668 2.0897 -0.08 0.19 -0.14 0.420
H -3.5477 0.6124 2.6547 0.19 -0.06 0.22 0.232
H -4.3859 0.8060 -1.6942 -0.01 -0.27 -0.18 0.268
H -4.1899 2.5410 -1.7322 0.15 0.18 -0.14 0.332
H -5.4470 1.8227 -0.7493 -0.16 0.05 0.26 0.425
H -1.8788 3.4088 1.4696 0.26 0.03 0.15 0.161
H -3.5913 3.7761 1.5858 -0.25 -0.11 0.06 0.353
H -2.7240 4.0331 0.0781 0.05 0.08 -0.21 0.348
N 1.4087 -1.5376 0.6930 -0.27 -0.49 0.01 -0.869
C 2.3534 -1.6150 0.0244 -0.30 0.03 0.09 0.371
N 3.3524 -1.7246 -0.8064 -0.02 0.03 0.01 0.400
C 4.6808 -2.0220 -0.3264 0.56 -0.23 0.50 -0.707
C 4.8803 -3.5391 -0.2730 0.04 0.11 -0.22 -0.608
C 4.5714 -4.1726 -1.6308 -0.16 -0.13 0.21 -0.746
C 3.1769 -3.7692 -2.1066 0.22 0.13 -0.13 -0.510
C 3.0528 -2.2447 -2.1194 -0.38 -0.39 -0.39 -0.008
H 4.8169 -1.5656 0.6572 -0.05 0.09 -0.19 0.218
H 5.3920 -1.5563 -1.0155 -0.08 0.07 0.09 0.415
H 4.2120 -3.9586 0.4833 0.00 -0.02 0.07 0.281
H 5.9069 -3.7658 0.0173 0.06 0.00 0.11 0.394
H 4.6387 -5.2633 -1.5540 0.08 0.05 -0.10 0.374
H 5.3118 -3.8361 -2.3623 0.06 -0.03 -0.05 0.317
H 2.4221 -4.1815 -1.4309 -0.06 0.01 -0.04 0.186
H 2.9891 -4.1614 -3.1070 -0.09 -0.06 -0.07 0.439
H 2.0412 -1.9396 -2.3951 0.21 0.03 0.00 -0.402
H 3.7632 -1.8026 -2.8249 -0.06 0.06 0.01 0.411
```
Positions in Å, forces in eV/Å.

2.
ORCA calculation (the ωB97M-V functional and the def2-TZVPD basis) on a cluster of 2 separate species, C4H10N2O in total in a non-equilibrium geometry.

As for the gap between HOMO and LUMO: 7.748 eV. The calculation puts the LUMO energy at 0.0 eV. Its HOMO energy is -0.2846 hartree. The energy above the lowest of the compared OMol25 structures with the same formula, charge and spin is 396.80 kJ/mol. As for the net charge: 0.

XYZ file:
```
17
Properties=species:S:1:pos:R:3:forces:R:3:mulliken_charge:R:1
C -0.3524 -0.8024 2.1811 1.87 2.81 -1.24 -0.550
N -1.2587 -1.3914 1.2500 -0.75 -0.85 -0.62 -0.658
H -1.9713 -0.7311 0.9629 0.09 0.03 0.08 0.278
H -0.7645 -1.6460 0.3990 -0.09 -0.01 0.13 0.256
H -0.8834 -0.4206 3.0475 -0.04 0.18 0.04 0.305
H 0.3659 -1.5351 2.5398 0.13 -0.12 -0.01 0.224
H 0.2801 0.1147 1.4901 -1.77 -2.54 3.33 0.282
C -0.1206 0.8647 -1.0029 -0.52 -0.02 -0.76 0.698
C 1.9861 0.0093 -0.3611 -2.03 0.52 -0.17 -0.476
C -0.0675 0.7590 -2.3357 0.43 0.56 0.13 -1.105
O -1.2042 1.3788 -0.3425 0.45 0.30 0.14 -0.434
N 0.7488 0.2639 -0.1093 2.13 -0.64 -1.37 -0.177
H -1.7658 1.8537 -0.9661 0.09 -0.11 -0.01 0.304
H 2.5032 -0.6735 0.2943 0.19 0.09 0.40 0.277
H 2.5113 0.3774 -1.2398 0.01 0.12 -0.12 0.277
H 0.7789 0.3276 -2.8383 0.16 -0.19 0.06 0.268
H -0.7858 1.2511 -2.9690 -0.35 -0.11 -0.01 0.231
```
Positions in Å, forces in eV/Å.

3.
ORCA calculation (the ωB97M-V functional and the def2-TZVPD basis) on a structure of composition C4H2OYb in a non-equilibrium geometry.

As for the gap between HOMO and LUMO (spin up / spin down): 8.313 / 7.612 eV. Its spin multiplicity is 2. The calculation puts the LUMO energy (spin up / spin down) at -5.1 / -5.8 eV. Its HOMO energy (spin up / spin down) is -0.4934 / -0.4937 hartree. The energy above the lowest of the compared OMol25 structures with the same formula, charge and spin is 103.50 kJ/mol. As for the net charge: +1.

XYZ file:
```
8
Properties=species:S:1:pos:R:3:forces:R:3:mulliken_spin:R:1
C 1.0547 0.6610 1.6994 0.79 3.80 -0.87 0.178
C 1.0559 -1.4557 0.4753 1.11 0.37 -0.74 0.042
C 1.4350 -0.2707 0.6478 -1.35 -2.95 1.40 0.013
C 0.0293 1.6211 0.8089 -2.24 -3.21 -1.73 0.646
O -0.7466 1.0607 -0.0214 2.51 3.53 3.48 0.085
Yb -0.5124 -0.8291 -1.0563 -0.13 -0.97 -0.90 0.051
H 0.5813 0.4375 2.6661 -0.24 -0.67 -0.65 -0.006
H 1.9107 1.3061 1.9555 -0.44 0.11 0.02 -0.009
```
Positions in Å, forces in eV/Å.

4.
ORCA calculation (the ωB97M-V functional and the def2-TZVPD basis) on a cluster of 4 separate species, H9O4 in total in a non-equilibrium geometry.

As for the gap between HOMO and LUMO: 13.372 eV. The calculation puts the LUMO energy at -3.1 eV. Its HOMO energy is -0.6064 hartree. The energy above the lowest of the compared OMol25 structures with the same formula, charge and spin is 31.06 kJ/mol. As for the net charge: +1.

XYZ file:
```
13
Properties=species:S:1:pos:R:3:forces:R:3:mulliken_charge:R:1
O 0.5723 -2.5102 -0.7364 0.14 0.02 0.28 -0.670
H 1.1217 -3.1022 -0.2084 0.06 0.06 -0.04 0.335
H -0.0880 -3.0846 -1.1418 -0.05 0.17 -0.10 0.322
O 1.2097 2.3011 -0.6504 0.63 0.14 0.27 -0.683
H 1.4061 2.5803 -1.5536 -0.26 -0.20 -0.14 0.337
H 1.9322 2.7069 -0.1511 -0.16 0.02 0.15 0.343
O -1.8369 0.2186 1.5474 0.10 0.33 -0.18 -0.660
H -2.3166 1.0398 1.7054 -0.04 0.01 0.05 0.340
H -2.4130 -0.4899 1.8506 0.00 -0.12 -0.04 0.331
O 0.0441 0.0363 -0.2252 1.02 0.69 -0.28 -0.396
H 0.7657 0.7224 -0.1305 -0.55 0.36 -0.57 0.488
H -0.7445 0.2238 0.3689 -0.14 -0.77 0.52 0.457
H 0.4323 -0.8738 -0.3185 -0.76 -0.69 0.08 0.455
```
Positions in Å, forces in eV/Å.

Q: Look up the net charge of the fourth one.
A: +1